Entry 1:
Molecular formula: C20H40NP3SSeSm
Method: DFT, ωB97M-V/def2-TZVPD

Geometry as XYZ:
```
67
Properties=species:S:1:pos:R:3:forces:R:3:mulliken_charge:R:1
Sm 1.076 -0.193 -0.601 -2.20 -1.21 1.06 0.2109
P -0.929 -0.361 1.492 -1.04 -0.51 0.84 0.9396
P 1.777 -2.902 -0.821 0.23 -1.91 -0.53 0.8183
P -1.597 -0.710 -1.855 -1.00 -0.44 -0.80 0.9729
H 0.094 4.341 -1.046 -0.42 0.23 0.13 0.3615
C -0.955 4.027 -1.025 0.12 -0.91 -0.16 -0.6492
C -1.548 3.658 0.112 0.50 -0.41 0.08 -0.5577
H -1.001 3.684 1.062 -0.28 0.27 -0.27 0.3016
C -0.367 0.277 3.095 0.30 0.14 0.17 -1.1070
C -1.225 -2.134 1.902 0.40 -0.06 -0.24 -1.2405
C -2.689 0.170 1.618 0.03 0.40 -0.46 -1.2164
C 2.821 -2.906 -2.352 -0.01 0.40 -0.13 -1.1764
C 2.868 -3.339 0.597 0.06 0.28 0.46 -1.0826
C 0.488 -4.236 -1.029 -0.41 0.05 0.11 -1.0386
C -2.903 0.549 -2.115 0.27 0.52 0.17 -1.1919
C -2.725 -2.107 -1.451 0.27 -0.33 0.23 -1.3529
C -1.242 -1.123 -3.617 0.33 0.06 0.01 -1.1954
H -1.431 3.895 -2.004 0.02 0.38 0.45 0.3259
H -2.560 3.255 0.166 0.16 0.33 -0.19 0.3168
H 0.015 1.296 2.992 -0.11 -0.04 0.09 0.2280
H 0.426 -0.347 3.510 -0.04 0.03 0.00 0.3765
H -1.221 0.275 3.776 0.23 0.04 0.05 0.5247
H -0.272 -2.655 2.067 -0.25 0.01 0.09 0.3126
H -1.775 -2.652 1.104 0.15 0.22 0.26 0.2439
H -1.822 -2.149 2.824 0.20 -0.14 -0.21 0.5018
H -2.754 1.263 1.508 -0.14 -0.36 0.10 0.2244
H -3.005 -0.127 2.631 0.00 0.17 -0.44 0.5401
H -3.345 -0.313 0.878 0.30 0.22 0.29 0.2979
H 3.461 -3.790 -2.502 -0.31 0.22 0.28 0.4538
H 3.457 -2.002 -2.343 0.01 -0.42 0.11 0.3379
H 2.181 -2.779 -3.242 0.05 -0.23 0.38 0.2743
H 3.583 -4.166 0.468 -0.39 0.21 -0.33 0.4812
H 2.272 -3.555 1.499 -0.02 -0.03 -0.42 0.3243
H 3.446 -2.437 0.849 0.06 -0.28 -0.21 0.2632
H 0.829 -5.281 -1.202 0.25 0.87 0.13 0.4933
H -0.182 -3.964 -1.867 0.49 -0.06 0.25 0.2108
H -0.163 -4.249 -0.133 0.44 0.03 -0.28 0.2831
H -3.438 0.286 -3.039 0.11 0.14 0.32 0.4766
H -2.455 1.545 -2.210 -0.25 -0.14 -0.08 0.1167
H -3.611 0.556 -1.277 0.22 0.04 -0.20 0.4043
H -3.396 -2.262 -2.305 0.15 0.05 0.18 0.4817
H -3.340 -1.893 -0.570 0.18 -0.01 -0.20 0.4375
H -2.169 -3.033 -1.267 -0.19 0.13 -0.07 0.2365
H -2.210 -1.187 -4.135 0.40 -0.10 -0.01 0.5284
H -0.705 -2.077 -3.699 -0.19 0.16 -0.03 0.2912
H -0.616 -0.341 -4.076 -0.49 -0.30 0.05 0.3262
C 2.038 2.322 -4.308 0.26 0.92 -0.79 0.3826
C 1.570 3.599 -3.981 -0.70 0.00 0.63 0.2360
C 1.648 4.670 -4.875 0.25 -0.12 -0.07 -0.6341
C 2.240 4.501 -6.126 -0.12 -0.04 -0.02 -0.4345
C 2.720 3.251 -6.481 -0.04 -0.24 0.49 -0.6769
C 2.661 2.189 -5.556 0.04 -0.92 -0.20 -0.3528
Se 1.720 0.684 -3.140 0.91 2.34 0.11 0.1850
H 2.032 1.224 -1.643 0.93 0.93 -2.78 0.1579
H 1.110 3.770 -3.022 -0.18 0.05 0.14 0.0756
H 1.242 5.658 -4.637 0.15 -0.49 0.29 0.3933
H 2.319 5.338 -6.827 -0.13 -0.34 0.30 0.4073
H 3.126 3.110 -7.485 0.07 -0.22 0.50 0.3904
H 3.090 1.239 -5.845 -0.01 -0.09 -0.10 0.4003
S 2.698 2.695 2.514 0.39 -1.16 0.10 0.0906
C 3.177 1.154 3.191 -0.43 -0.12 -0.63 -0.3352
C 3.035 0.139 2.278 -0.38 1.38 -0.55 -0.4048
N 2.565 0.591 1.036 -0.06 1.89 0.64 0.0427
C 2.345 1.957 1.037 0.65 -2.17 0.87 -0.1808
H 3.463 1.044 4.229 0.11 0.22 -0.12 0.4359
H 3.218 -0.930 2.427 0.01 0.62 0.02 0.4181
H 1.990 2.522 0.172 0.13 -0.13 0.21 0.2938
```
Forces are in eV/Å.

Frontier orbital gap (spin up / spin down), eV: 6.50 / 6.89
Spin multiplicity: 6
Expectation value of S²: 8.77
E_HOMO (spin up / spin down), eV: -16.9 / -16.9
Net charge: +3

---

Entry 2:
Molecular formula: C20H41AlN5O10PSSe
Method: DFT, ωB97M-V/def2-TZVPD

Geometry as XYZ:
```
80
Properties=species:S:1:pos:R:3:forces:R:3:mulliken_charge:R:1
Al -1.063 -0.241 0.222 0.11 0.11 -0.04 -2.6932
C -4.291 -0.727 -0.242 0.01 0.01 -0.01 -1.7643
C -3.312 -1.825 -0.703 0.01 -0.02 -0.05 1.7234
C -3.661 -2.175 -2.165 -0.05 -0.02 0.02 -1.5021
C -3.575 -3.080 0.156 0.01 0.01 -0.01 -1.7665
N -1.944 -1.439 -0.614 0.01 0.11 0.09 0.5078
H -5.343 -1.031 -0.334 0.01 -0.01 0.00 0.4312
H -4.132 0.177 -0.837 0.00 0.00 0.01 0.3386
H -4.094 -0.473 0.804 0.00 0.01 -0.01 0.2969
H -4.702 -2.505 -2.281 0.02 0.01 0.00 0.4668
H -2.999 -2.971 -2.515 -0.01 0.00 0.00 0.2825
H -3.497 -1.298 -2.798 -0.02 -0.01 -0.01 0.1142
H -4.616 -3.427 0.087 0.01 0.00 0.00 0.3984
H -3.340 -2.856 1.198 0.00 -0.01 0.00 0.2486
H -2.908 -3.882 -0.171 0.00 0.00 0.01 0.3310
C 0.917 0.920 5.466 -0.03 0.01 0.04 -1.2044
N 0.085 0.620 4.318 -0.06 -0.12 0.01 0.6015
C -0.677 1.762 3.820 0.06 0.02 0.10 -0.5583
C -0.267 -0.647 3.998 0.01 0.20 0.10 0.2176
S -1.676 -1.015 3.163 -0.01 -0.08 0.05 -0.3048
N 0.601 -1.624 4.430 0.09 -0.13 -0.06 0.1205
C 2.040 -1.433 4.269 -0.07 -0.04 -0.03 -1.0221
C 0.189 -3.017 4.333 0.03 0.08 0.00 -1.1404
H 0.375 1.614 6.115 0.00 0.01 -0.02 0.4206
H 1.857 1.398 5.173 -0.01 0.00 0.00 0.2326
H 1.136 0.017 6.030 -0.02 0.05 0.03 0.4037
H -0.012 2.624 3.764 -0.07 -0.03 -0.05 0.4745
H -1.523 1.978 4.481 -0.03 -0.02 0.08 0.2721
H -1.045 1.559 2.823 -0.02 0.01 0.07 -0.2630
H 2.248 -0.452 3.851 0.01 -0.04 0.00 0.0812
H 2.418 -2.179 3.568 0.00 -0.01 -0.02 0.4566
H 2.569 -1.532 5.223 0.01 -0.01 -0.01 0.3693
H -0.817 -3.135 4.727 0.00 0.00 0.00 0.3853
H 0.886 -3.608 4.934 0.00 0.00 0.00 0.3638
H 0.203 -3.363 3.298 0.00 -0.01 -0.01 0.3745
C -3.626 1.279 -4.878 -0.05 0.02 0.02 -0.7126
O -2.340 0.690 -4.967 0.03 0.03 0.07 -0.3628
P -1.320 1.030 -3.678 0.04 -0.07 -0.12 0.4332
O -0.470 2.278 -4.294 0.02 0.00 0.01 -0.2923
C 0.327 2.148 -5.461 -0.06 -0.02 0.01 -0.5311
O -0.254 -0.143 -4.030 0.01 0.06 0.00 -0.3060
C -0.560 -1.471 -3.569 0.02 -0.01 -0.04 -0.0524
H -4.252 0.831 -5.649 0.00 -0.01 0.00 0.2335
H -3.586 2.361 -5.042 0.01 -0.01 -0.01 0.2708
H -4.084 1.096 -3.901 0.01 0.00 0.00 0.2706
H 0.589 3.156 -5.781 0.01 0.00 -0.01 0.2472
H -0.222 1.642 -6.260 0.00 0.00 0.00 0.2853
H 1.236 1.585 -5.247 0.01 -0.01 0.02 0.1132
H -0.938 -1.470 -2.536 0.02 -0.01 0.01 -0.2606
H 0.368 -2.040 -3.637 0.01 -0.01 0.03 0.2973
H -1.308 -1.924 -4.225 0.02 0.00 -0.03 0.3295
O -1.868 4.986 1.014 0.05 -0.05 -0.04 -0.6736
Se -0.916 3.112 0.512 -0.08 0.18 0.09 0.8591
O 0.427 3.307 1.419 0.18 -0.06 -0.21 -0.7107
O -1.224 1.367 0.818 -0.06 -0.16 -0.12 0.6474
O -2.253 3.617 1.505 0.00 0.00 -0.01 -0.2751
C 2.991 1.472 1.862 -0.06 0.12 0.02 -1.1253
C 3.221 1.855 0.405 -0.01 -0.05 0.04 -1.5996
C 2.982 0.716 -0.625 0.01 -0.01 -0.08 2.9012
C 3.504 1.157 -1.999 0.03 -0.03 0.02 -1.3504
C 3.316 0.112 -3.094 0.00 -0.02 0.03 -1.0969
C 3.763 -0.486 -0.152 -0.01 -0.14 -0.02 -0.5163
O 4.977 -0.573 -0.223 0.01 0.04 -0.01 -0.7142
N 3.019 -1.486 0.400 0.03 0.08 -0.01 0.2386
C 1.634 -1.474 0.677 -0.11 -0.13 0.15 -0.1354
O 1.205 -2.370 1.380 0.06 0.05 -0.03 -0.6462
N 0.892 -0.484 0.129 0.08 0.11 -0.21 1.3756
C 1.479 0.456 -0.693 -0.08 -0.11 0.16 -0.5698
O 0.785 1.133 -1.426 -0.03 0.08 0.03 -0.1405
H 3.171 2.344 2.494 0.02 -0.02 -0.02 0.5952
H 3.665 0.670 2.180 -0.05 0.00 0.02 0.3964
H 1.948 1.195 2.028 0.03 -0.05 0.00 -0.1015
H 4.256 2.180 0.263 -0.05 0.04 0.00 0.4437
H 2.541 2.671 0.156 0.01 0.07 -0.03 0.5480
H 4.565 1.381 -1.876 0.00 0.02 -0.01 0.4716
H 2.985 2.078 -2.264 -0.02 -0.01 0.00 0.4520
H 3.807 -0.829 -2.828 -0.01 0.03 0.00 0.3015
H 3.759 0.454 -4.033 -0.01 0.01 0.01 0.4420
H 2.259 -0.083 -3.276 -0.04 0.01 -0.01 0.0215
H 3.521 -2.259 0.810 -0.01 -0.02 0.00 0.3049
```
Forces are in eV/Å.

Frontier orbital gap, eV: 5.54
E_HOMO, eV: -1.1
Net charge: -2

---

Entry 3:
Molecular formula: C20H41B3Br14FNO5
Method: DFT, ωB97M-V/def2-TZVPD

Geometry as XYZ:
```
85
Properties=species:S:1:pos:R:3:forces:R:3:mulliken_charge:R:1
C 4.746 1.529 0.581 -0.74 -0.87 0.02 -0.8200
C 3.555 0.469 0.403 0.80 -0.87 -0.59 0.5013
C 4.148 -1.026 0.262 -0.53 1.15 1.20 -0.0009
F 5.086 -1.164 -0.813 -1.14 0.28 1.00 -0.3513
B 2.881 -2.037 0.203 -0.34 -2.27 -0.96 0.2421
O 2.971 -3.325 0.882 -1.40 2.86 0.95 -0.3941
B 1.992 -3.171 1.960 0.42 -1.09 -0.67 0.5125
N 2.488 -3.110 3.357 -0.11 1.89 -2.08 -0.6022
O 0.620 -3.045 1.541 2.15 2.01 -0.64 -0.3008
B 0.511 -2.090 0.456 -0.30 -0.63 -0.42 0.4043
C -0.977 -1.413 0.269 0.27 -0.58 -1.28 0.4001
O -1.365 -0.604 1.426 1.81 1.12 0.41 -0.3692
C -0.465 0.483 1.570 1.22 1.95 -0.86 0.6755
C 0.433 0.558 2.902 -1.35 -0.55 -0.28 -0.2097
O -0.308 1.385 0.728 -0.99 -3.01 1.97 -0.6152
O 1.617 -1.764 -0.434 0.13 -0.36 3.21 -0.1495
H 5.721 0.968 0.374 -1.22 1.10 0.35 0.2941
H 4.703 1.905 1.664 0.38 -0.27 -1.76 0.2338
H 4.595 2.354 -0.179 0.44 -0.81 1.19 0.1300
H 2.900 0.648 -0.508 0.81 0.02 1.18 0.3129
H 2.883 0.456 1.320 0.68 0.00 -1.09 -0.4230
H 4.710 -1.227 1.246 -0.50 0.09 -1.52 0.1623
H 2.107 -2.214 3.736 -0.02 -1.28 0.32 0.1275
H 3.502 -2.904 3.263 -0.72 -0.62 0.29 0.2597
H -1.687 -2.311 0.149 0.67 1.54 0.48 0.2319
H -1.058 -0.782 -0.684 0.19 -1.43 2.68 -0.4386
H 0.964 -0.441 3.078 -0.82 1.43 -0.19 -0.3451
H -0.292 0.755 3.764 1.09 -0.52 -1.01 0.4265
H 1.139 1.440 2.847 -0.89 -1.28 -0.23 0.1189
Br -2.912 3.197 6.150 0.08 0.04 0.04 -0.1638
C -2.077 4.679 5.197 -0.28 -0.12 -0.03 -0.4939
C -1.243 4.186 4.042 0.22 0.16 -0.05 0.0316
Br 0.457 3.459 4.659 -0.07 0.25 0.14 -0.1252
H -1.506 5.248 5.930 0.00 -0.08 -0.15 0.4110
H -2.908 5.289 4.838 0.12 -0.04 -0.01 0.2657
H -0.973 5.011 3.381 -0.02 -0.07 0.14 -0.3073
H -1.730 3.404 3.460 0.00 0.08 0.13 0.4201
Br 4.147 5.054 1.390 0.04 0.17 0.04 -0.0927
C 4.940 6.546 0.419 -0.32 -0.07 0.01 -0.5938
C 5.761 6.063 -0.750 0.28 0.14 -0.04 -0.5863
Br 7.483 5.364 -0.164 -0.11 -0.06 -0.05 -0.1298
H 5.515 7.125 1.140 0.01 -0.10 -0.15 0.3631
H 4.093 7.141 0.074 0.11 -0.05 -0.03 0.3339
H 6.003 6.891 -1.418 -0.06 -0.04 0.09 0.3602
H 5.275 5.272 -1.321 0.00 0.10 0.15 0.3533
Br -1.078 -0.316 -2.615 0.08 0.47 -1.85 -0.2051
C -0.869 -1.610 -4.059 -0.12 0.25 -0.17 -0.5493
C -1.808 -2.776 -3.886 0.12 -0.18 -0.08 0.0795
Br -1.163 -4.005 -2.517 -0.04 0.00 0.07 -0.1520
H 0.181 -1.901 -4.076 -0.15 -0.04 0.05 0.3698
H -1.104 -1.060 -4.971 -0.04 -0.14 0.05 0.3532
H -1.856 -3.369 -4.799 0.06 0.10 0.09 -0.1627
H -2.815 -2.480 -3.598 0.19 0.03 -0.04 0.1430
Br -3.546 -3.353 -7.166 -0.09 -0.07 0.03 -0.1085
C -5.475 -3.169 -6.950 0.15 0.04 -0.25 -0.5720
C -5.835 -1.845 -6.322 -0.21 -0.02 0.18 -0.5552
Br -5.499 -1.855 -4.402 0.00 0.08 -0.09 -0.1307
H -5.813 -4.027 -6.371 0.02 0.17 0.00 0.3723
H -5.880 -3.236 -7.961 0.01 0.06 0.11 0.3396
H -6.904 -1.652 -6.421 0.09 -0.07 -0.02 0.3334
H -5.279 -1.006 -6.738 -0.02 -0.18 0.01 0.3540
Br 0.340 -2.041 5.788 -0.07 -0.02 0.14 -0.1473
C -0.506 -3.704 5.224 -0.10 0.19 -0.20 -0.4464
C -1.412 -4.248 6.300 0.03 -0.25 0.07 -0.6408
Br -0.388 -5.104 7.721 -0.07 0.09 0.00 -0.1527
H 0.294 -4.388 4.945 -0.08 0.08 0.10 0.3680
H -1.081 -3.441 4.334 0.03 -0.03 0.09 0.2649
H -2.053 -5.034 5.899 0.09 0.09 -0.04 0.3869
H -2.031 -3.485 6.769 0.13 -0.04 -0.11 0.3906
Br -0.582 6.799 1.346 -0.06 -0.02 0.03 -0.1299
C -2.509 7.000 1.554 0.19 0.05 -0.31 -0.5732
C -2.856 8.330 2.175 -0.24 -0.01 0.20 -0.5420
Br -2.522 8.322 4.096 0.06 0.05 -0.09 -0.1341
H -2.857 6.148 2.137 0.00 0.16 -0.02 0.2837
H -2.912 6.932 0.543 0.00 0.04 0.12 0.3743
H -3.923 8.534 2.074 0.09 -0.07 -0.02 0.3500
H -2.291 9.162 1.758 -0.01 -0.18 0.02 0.3740
Br -2.256 -7.070 -8.226 0.13 -0.01 -0.01 -0.1346
C -0.841 -7.641 -7.014 -0.28 -0.13 -0.04 -0.5452
C -0.707 -6.698 -5.844 0.25 0.04 0.11 -0.6221
Br 0.220 -5.062 -6.358 -0.13 0.03 0.01 -0.1306
H 0.070 -7.725 -7.606 -0.08 0.09 0.13 0.3736
H -1.142 -8.633 -6.675 0.05 0.12 0.04 0.3536
H -0.088 -7.141 -5.063 -0.06 0.01 -0.09 0.3701
H -1.665 -6.401 -5.417 0.08 -0.07 -0.12 0.3401
```
Forces are in eV/Å.

Frontier orbital gap, eV: 9.63
E_HOMO, eV: -9.3

---

Number 1: E -144803.972 eV. Number 2: E -141400.648 eV. Number 3: E -1018480.552 eV.